Run one
2 unconnected molecules or ions with the total composition C3H9NO3. Source: OMol25; level of theory: the ωB97M-V functional and the def2-TZVPD basis.

Properties
Molar mass   107.11 g mol⁻¹
Structure (SMILES)   CC(=O)NCO.O
Charge   0
Gap between HOMO and LUMO   10.25 eV
Highest occupied orbital energy   -9.6 eV

Each line ends with the Löwdin charge.
CARTESIAN COORDINATES (ANGSTROEM)
C  0.52  1.28  -0.72  0.0282
C  1.86  0.87  -1.30  -0.5543
O  2.54  1.45  -2.04  0.0954
N  2.22  -0.47  -1.22  0.0858
C  1.72  -1.53  -0.30  -0.2408
O  1.18  -2.47  -1.16  -0.0627
H  -0.09  1.69  -1.49  0.0784
H  0.75  2.17  -0.13  0.1039
H  0.03  0.56  -0.21  0.0257
H  3.18  -0.63  -1.49  0.1300
H  0.97  -1.28  0.48  0.1265
H  2.47  -2.09  0.13  0.0959
H  0.40  -2.34  -1.70  0.0879
O  -6.05  1.28  3.38  -0.1359
H  -6.05  1.31  4.32  -0.0274
H  -5.65  0.21  3.44  0.1633

=====

Run two
A single C3H9NO3 molecule. Source: OMol25; level of theory: the ωB97M-V functional and the def2-TZVPD basis.

Properties
Molar mass   107.11 g mol⁻¹
Structure (SMILES)   C[N+](C)([O-])C(O)O
Charge   0
Gap between HOMO and LUMO   8.22 eV
Highest occupied orbital energy   -7.7 eV

Each line ends with the Löwdin charge.
CARTESIAN COORDINATES (ANGSTROEM)
C  1.60  0.68  0.10  0.0341
N  0.30  -0.31  -0.10  -0.3650
C  -0.14  -1.07  1.07  -0.0116
O  1.14  -1.05  -0.93  -0.2573
C  -0.83  0.27  -0.90  -0.4440
O  -1.77  -0.68  -1.23  0.0721
O  -1.46  1.28  -0.14  0.0376
H  2.59  0.24  0.16  0.0922
H  1.53  1.41  -0.70  0.0840
H  1.36  1.16  1.06  0.0709
H  0.73  -1.30  1.68  0.1016
H  -0.85  -0.48  1.65  0.0964
H  -0.57  -2.01  0.71  0.1038
H  -0.38  0.62  -1.83  0.1678
H  -2.35  -0.82  -0.47  0.1130
H  -0.91  2.07  -0.13  0.1044

=====

Which one sits at the bottom of the stability order? run two does.

=====

Run one
2 unconnected molecules or ions with the total composition C2H3ClN2. Source: OMol25; level of theory: the ωB97M-V functional and the def2-TZVPD basis.

Properties
Molar mass   90.51 g mol⁻¹
Charge   0
Gap between HOMO and LUMO (alpha / beta)   8.58 / 8.58 eV
Highest occupied orbital energy (alpha / beta)   -9.2 / -9.2 eV

Each line ends with the Löwdin charge.
CARTESIAN COORDINATES (ANGSTROEM)
C  -2.01  -0.59  0.46  -0.0703
C  0.78  1.34  -0.15  -0.0173
N  -1.53  -0.16  1.41  0.0769
N  1.16  0.32  -0.71  -0.3291
Cl  1.86  -1.41  0.04  0.1914
H  -2.07  -1.18  -0.36  0.0239
H  1.05  1.73  0.85  0.0673
H  0.76  -0.05  -1.55  0.0571

=====

Run two
2 unconnected molecules or ions with the total composition C2H3ClN2. Source: OMol25; level of theory: the ωB97M-V functional and the def2-TZVPD basis.

Properties
Molar mass   90.51 g mol⁻¹
Charge   0
Gap between HOMO and LUMO   9.89 eV
Highest occupied orbital energy   -10.6 eV

Each line ends with the Löwdin charge.
CARTESIAN COORDINATES (ANGSTROEM)
C  -1.45  0.96  -0.01  -0.1872
C  -0.04  -0.56  -0.26  -0.2104
N  -2.20  1.81  0.07  -0.0142
N  1.15  -0.51  0.32  -0.4008
Cl  2.16  0.93  -0.05  0.5939
H  -0.68  -1.33  -0.02  0.0629
H  0.01  -0.55  -1.33  0.0793
H  1.05  -0.75  1.27  0.0765

=====

Which one sits at the bottom of the stability order? run one does.

=====

Run one
A single C2H3ClN2 molecule. Source: OMol25; level of theory: the ωB97M-V functional and the def2-TZVPD basis.

Properties
Molar mass   90.51 g mol⁻¹
Charge   0
Gap between HOMO and LUMO   7.86 eV
Highest occupied orbital energy   -9.0 eV

Each line ends with the Löwdin charge.
CARTESIAN COORDINATES (ANGSTROEM)
C  -1.13  -1.93  -0.52  -0.5664
C  0.81  1.34  0.19  -0.1004
N  -1.15  -2.44  -1.59  0.0964
N  -1.16  -1.30  0.60  -0.3570
Cl  0.28  -0.42  1.01  0.8730
H  0.73  1.98  1.01  0.0187
H  -0.05  1.57  -0.37  0.0337
H  1.66  1.18  -0.33  0.0019

=====

Run two
2 unconnected molecules or ions with the total composition C2H3ClN2. Source: OMol25; level of theory: the ωB97M-V functional and the def2-TZVPD basis.

Properties
Molar mass   90.51 g mol⁻¹
Structure (SMILES)   [H]/N=C\C#N.Cl
Charge   0
Gap between HOMO and LUMO   10.74 eV
Highest occupied orbital energy   -10.7 eV

Each line ends with the Löwdin charge.
CARTESIAN COORDINATES (ANGSTROEM)
H  2.16  1.18  1.20  0.0590
N  1.42  1.34  0.55  0.1207
C  0.98  0.54  -0.30  -0.2561
C  1.36  -0.82  -0.21  -0.2148
N  1.44  -1.94  0.02  0.1595
H  0.16  0.95  -0.98  0.1321
Cl  -3.85  0.01  0.01  0.2297
H  -3.68  -1.25  -0.28  -0.2300

=====

Which one sits at the bottom of the stability order? run one does.

=====

Run one
A molecular structure, C48H47BCsGeN10O2Se. Source: OMol25; level of theory: the ωB97M-V functional and the def2-TZVPD basis.

Properties
Molar mass   1091.26 g mol⁻¹
Charge   -1
Gap between HOMO and LUMO   7.09 eV
Highest occupied orbital energy   -5.7 eV

Each line ends with the Löwdin charge.
CARTESIAN COORDINATES (ANGSTROEM)
Cs  0.61  0.69  -0.27  1.2343
C  -3.30  -4.11  3.14  -0.0530
C  -2.08  -3.33  3.50  -0.3830
C  -1.04  -3.68  4.38  -0.0139
C  -0.15  -2.63  4.33  -0.2890
C  1.15  -2.49  5.05  -0.0088
N  -0.66  -1.72  3.46  0.0024
N  -1.84  -2.15  2.95  0.1125
B  -0.17  -0.33  2.99  -0.5950
N  -0.96  0.84  3.65  -0.0020
N  -0.80  2.05  3.08  0.1099
C  -1.53  2.90  3.79  -0.3773
C  -1.61  4.35  3.42  -0.0521
C  -2.16  2.22  4.86  -0.0104
C  -1.77  0.90  4.73  -0.2908
C  -2.13  -0.24  5.62  -0.0115
N  1.35  -0.13  3.24  -0.0136
N  2.20  -0.71  2.36  0.0737
C  3.42  -0.46  2.78  -0.3729
C  4.61  -0.95  2.02  -0.0418
C  3.38  0.30  3.97  -0.0064
C  2.04  0.48  4.23  -0.2947
C  1.43  1.22  5.38  -0.0087
H  -3.81  -4.48  4.04  0.0655
H  -3.99  -3.48  2.59  0.0681
H  -3.05  -4.97  2.52  0.0660
H  -0.93  -4.58  4.96  0.0953
H  1.34  -3.41  5.61  0.0771
H  1.97  -2.32  4.36  0.0709
H  1.14  -1.66  5.76  0.0681
H  -0.35  -0.22  1.80  -0.0378
H  -0.82  4.58  2.70  0.0673
H  -2.57  4.58  2.96  0.0654
H  -1.49  4.99  4.29  0.0665
H  -2.82  2.63  5.61  0.0950
H  -2.88  0.09  6.33  0.0761
H  -2.52  -1.09  5.05  0.0662
H  -1.26  -0.59  6.18  0.0713
H  4.29  -1.40  1.08  0.0701
H  5.30  -0.13  1.79  0.0702
H  5.17  -1.70  2.59  0.0684
H  4.20  0.67  4.55  0.0978
H  2.23  1.58  6.02  0.0787
H  0.84  2.07  5.03  0.0719
H  0.77  0.59  5.97  0.0648
Se  -2.83  1.29  -7.36  1.0609
N  -2.97  2.39  -5.97  -0.2341
C  -2.64  1.70  -4.91  -0.3271
C  -2.61  2.25  -3.56  -0.0894
C  -2.94  3.58  -3.30  -0.0264
C  -2.90  4.05  -2.01  -0.0464
C  -2.49  3.17  -1.01  -0.1155
N  -2.17  1.90  -1.23  0.0881
C  -2.23  1.43  -2.49  -0.1508
C  -1.96  -0.01  -2.71  -0.1950
N  -1.71  -0.76  -1.63  0.0587
C  -1.43  -2.04  -1.79  -0.1259
C  -1.38  -2.66  -3.04  -0.0389
C  -1.67  -1.90  -4.15  -0.0012
C  -1.97  -0.55  -4.00  -0.1060
C  -2.29  0.31  -5.13  -0.3175
N  -2.32  -0.09  -6.37  -0.2309
H  -3.25  4.21  -4.13  0.1114
H  -3.17  5.07  -1.77  0.1034
H  -2.42  3.49  0.02  0.1092
H  -1.24  -2.60  -0.88  0.1168
H  -1.14  -3.71  -3.13  0.1026
H  -1.66  -2.32  -5.15  0.1145
O  0.73  0.33  -3.08  -0.1580
C  1.93  0.68  -3.05  -0.7787
O  2.47  1.40  -2.18  -0.2446
C  2.83  0.10  -4.16  -0.1757
C  4.28  0.61  -4.12  -0.2459
Ge  4.38  2.57  -4.41  1.0500
C  5.12  2.96  -6.20  -0.2736
C  5.40  1.97  -7.14  -0.1047
C  5.84  2.29  -8.42  -0.0995
C  6.01  3.62  -8.78  -0.1066
C  5.72  4.62  -7.86  -0.0943
C  5.28  4.29  -6.59  -0.1229
C  5.49  3.51  -3.10  -0.2490
C  5.17  3.54  -1.74  -0.0972
C  5.99  4.21  -0.84  -0.0871
C  7.14  4.85  -1.27  -0.1049
C  7.48  4.82  -2.61  -0.0984
C  6.66  4.15  -3.52  -0.1130
C  2.59  3.38  -4.53  -0.2585
C  1.83  3.14  -5.67  -0.1025
C  0.55  3.68  -5.80  -0.0858
C  0.02  4.45  -4.79  -0.0990
C  0.78  4.72  -3.65  -0.0756
C  2.06  4.20  -3.53  -0.0880
H  2.33  0.32  -5.10  0.0983
H  2.80  -0.99  -4.05  0.1124
H  4.90  0.04  -4.82  0.0516
H  4.69  0.44  -3.13  0.0658
H  5.27  0.93  -6.87  0.0857
H  6.06  1.50  -9.14  0.0957
H  6.35  3.87  -9.78  0.0944
H  5.84  5.66  -8.15  0.0971
H  5.05  5.08  -5.89  0.1052
H  4.29  3.01  -1.41  0.0894
H  5.73  4.21  0.22  0.1009
H  7.77  5.36  -0.56  0.0953
H  8.38  5.31  -2.96  0.0955
H  6.94  4.13  -4.57  0.0830
H  2.24  2.54  -6.48  0.1015
H  -0.04  3.47  -6.68  0.0874
H  -0.98  4.86  -4.89  0.0903
H  0.36  5.33  -2.86  0.0990
H  2.64  4.37  -2.63  0.0931

=====

Run two
A molecular structure, C48H47BCsGeN10O2Se. Source: OMol25; level of theory: the ωB97M-V functional and the def2-TZVPD basis.

Properties
Molar mass   1091.26 g mol⁻¹
Charge   -1
Gap between HOMO and LUMO   6.96 eV
Highest occupied orbital energy   -5.7 eV

Each line ends with the Löwdin charge.
CARTESIAN COORDINATES (ANGSTROEM)
Cs  0.92  -0.69  -0.72  1.1920
C  -2.24  -2.74  -2.36  -0.0364
C  -0.99  -3.46  -2.74  -0.3649
C  -0.72  -4.25  -3.87  0.0012
C  0.58  -4.67  -3.71  -0.2866
C  1.42  -5.52  -4.61  -0.0358
N  1.04  -4.14  -2.55  0.0152
N  0.08  -3.41  -1.96  0.0244
B  2.40  -4.34  -1.86  -0.5248
N  2.19  -4.79  -0.39  0.0012
N  1.97  -3.88  0.59  0.1131
C  1.92  -4.56  1.73  -0.3696
C  1.72  -3.85  3.03  -0.0329
C  2.10  -5.94  1.49  -0.0031
C  2.27  -6.04  0.13  -0.2996
C  2.52  -7.25  -0.72  -0.0325
N  3.23  -3.03  -1.81  -0.0071
N  2.88  -1.93  -2.52  -0.0081
C  3.82  -1.02  -2.30  -0.4296
C  3.69  0.36  -2.88  -0.0481
C  4.81  -1.53  -1.45  0.0024
C  4.40  -2.82  -1.17  -0.2887
C  5.09  -3.86  -0.34  -0.0137
H  -2.98  -2.80  -3.16  0.0738
H  -2.05  -1.68  -2.16  0.0515
H  -2.70  -3.16  -1.46  0.0659
H  -1.38  -4.48  -4.70  0.0958
H  0.85  -5.75  -5.51  0.0723
H  1.70  -6.46  -4.13  0.0682
H  2.34  -5.01  -4.90  0.0815
H  3.01  -5.20  -2.46  0.1118
H  1.78  -2.78  2.87  0.0733
H  2.48  -4.14  3.76  0.0726
H  0.74  -4.08  3.47  0.0617
H  2.12  -6.74  2.21  0.0954
H  2.45  -8.15  -0.11  0.0724
H  3.51  -7.22  -1.17  0.0742
H  1.79  -7.32  -1.53  0.0737
H  2.77  0.43  -3.46  0.0756
H  4.53  0.58  -3.54  0.0708
H  3.66  1.12  -2.10  0.0640
H  5.70  -1.03  -1.09  0.1005
H  6.02  -3.44  0.05  0.0756
H  5.34  -4.74  -0.94  0.0818
H  4.48  -4.18  0.50  0.0662
Se  -2.75  -1.84  7.37  1.0554
N  -1.88  -0.45  6.64  -0.2335
C  -1.62  -0.77  5.40  -0.3349
C  -0.93  0.11  4.47  -0.0981
C  -0.49  1.38  4.83  -0.0062
C  0.14  2.16  3.89  -0.0384
C  0.29  1.66  2.60  -0.1053
N  -0.14  0.46  2.23  0.1362
C  -0.72  -0.32  3.15  -0.1462
C  -1.15  -1.68  2.72  -0.1616
N  -0.86  -2.04  1.47  0.0841
C  -1.19  -3.26  1.06  -0.1309
C  -1.88  -4.17  1.87  -0.0308
C  -2.20  -3.80  3.16  -0.0105
C  -1.82  -2.53  3.60  -0.1074
C  -2.08  -2.08  4.97  -0.3349
N  -2.70  -2.80  5.86  -0.2333
H  -0.65  1.72  5.85  0.1121
H  0.51  3.14  4.14  0.1034
H  0.79  2.22  1.82  0.0955
H  -0.88  -3.53  0.06  0.0735
H  -2.13  -5.15  1.49  0.1089
H  -2.72  -4.46  3.83  0.1127
O  0.44  2.24  -1.61  -0.1489
C  1.41  2.47  -0.85  -0.7720
O  1.97  1.63  -0.10  -0.3088
C  1.88  3.92  -0.80  -0.1701
C  0.83  4.82  -0.13  -0.2481
Ge  -1.11  4.67  -0.47  1.0525
C  -1.63  4.97  -2.34  -0.2477
C  -0.84  4.42  -3.35  -0.0921
C  -1.17  4.60  -4.69  -0.0845
C  -2.31  5.31  -5.04  -0.1058
C  -3.12  5.83  -4.04  -0.1035
C  -2.79  5.66  -2.71  -0.1197
C  -1.68  6.17  0.70  -0.2455
C  -1.38  6.06  2.07  -0.1356
C  -1.67  7.07  2.97  -0.0931
C  -2.27  8.25  2.53  -0.1063
C  -2.56  8.39  1.18  -0.0995
C  -2.26  7.37  0.29  -0.1047
C  -2.06  3.06  0.17  -0.2389
C  -2.27  1.99  -0.70  -0.1010
C  -2.97  0.87  -0.30  -0.0773
C  -3.48  0.78  0.99  -0.0958
C  -3.31  1.84  1.86  -0.1006
C  -2.60  2.97  1.45  -0.1153
H  2.05  4.24  -1.83  0.1052
H  2.82  4.00  -0.25  0.1049
H  1.05  5.87  -0.36  0.0704
H  0.92  4.74  0.96  0.0574
H  0.03  3.84  -3.08  0.0786
H  -0.55  4.16  -5.45  0.0999
H  -2.57  5.44  -6.08  0.0942
H  -4.03  6.37  -4.30  0.0947
H  -3.47  6.04  -1.96  0.0884
H  -0.89  5.17  2.44  0.0835
H  -1.42  6.95  4.02  0.0978
H  -2.50  9.04  3.23  0.0945
H  -3.01  9.31  0.82  0.0961
H  -2.48  7.54  -0.76  0.0799
H  -1.85  2.03  -1.70  0.0922
H  -3.11  0.05  -1.00  0.0890
H  -4.02  -0.11  1.30  0.1008
H  -3.71  1.80  2.87  0.1000
H  -2.51  3.79  2.15  0.0782

=====

Which one sits at the bottom of the stability order? run one does.